Below is C4H5NO in the gas phase, with properties calculated with ωB97M-V with the def2-TZVPD basis set.

```
11
C4H5NO (ωB97M-V with the def2-TZVPD basis set)
N 3.1251 -0.3156 -0.0689
C 2.0099 -0.0315 0.0518
C 0.6326 0.4622 0.2136
C -0.4739 0.0546 -0.7820
C -1.2104 -0.4256 0.4760
O -0.0698 -0.1274 1.3075
H 0.7225 1.5518 0.3289
H -0.9366 0.8955 -1.2999
H -0.2270 -0.7306 -1.4982
H -2.1005 0.1532 0.7568
H -1.4720 -1.4866 0.5145
```

Its energy above the lowest of the compared OMol25 structures with the same formula, charge and spin is 38.2 kcal per mole. The frontier orbital gap comes out at 11.42 eV. As for the SMILES: N#C[C@H]1CCO1. The net charge is 0. The value obtained for the HOMO energy is -10.61 eV. The calculation puts the energy at -7764.87105 eV.



Below is a gas-phase ion, C3H4O2S (charge -2), with properties calculated with ωB97M-V with the def2-TZVPD basis set.

```
10
C3H4O2S (ωB97M-V with the def2-TZVPD basis set)
O 0.5774 0.6057 -1.9696
C 1.1054 -0.0360 -1.0143
O 2.3272 -0.3532 -0.9121
C 0.1243 -0.5666 0.0631
C -0.8091 0.5144 0.6394
S -1.6826 -0.0080 2.1646
H 0.6732 -1.0099 0.8991
H -0.5211 -1.2934 -0.4236
H -0.2243 1.4311 0.6804
H -1.5705 0.7158 -0.1270
```

Its energy above the lowest of the compared OMol25 structures with the same formula, charge and spin is 2.5 kcal per mole. The frontier orbital gap comes out at 5.48 eV. As for the SMILES: O=C([O-])CC[S-]. The net charge is -2. The value obtained for the HOMO energy is 0.79 eV. The calculation puts the energy at -18105.41878 eV.



Below is a gas-phase ion, C6H12F2N2 (charge +2), with properties calculated with ωB97M-V with the def2-TZVPD basis set.

```
22
C6H12F2N2 (ωB97M-V with the def2-TZVPD basis set)
C 2.6423 0.7151 3.1086
C 2.1068 0.5745 1.9847
C 1.5488 0.4585 0.6247
N 2.3620 -0.4800 -0.0780
C 0.0930 0.1261 0.6788
C -0.6992 0.1588 -0.6468
F -1.0037 1.4906 -0.6918
F -0.0399 -0.3801 -1.6514
C -1.9696 -0.6434 -0.7324
N -2.9395 -0.0794 -1.8094
H 3.0223 0.7795 4.0902
H 1.5337 1.4068 0.1036
H 3.1709 0.0736 -0.2516
H 2.5769 -1.3089 0.5129
H 1.8985 -0.7627 -0.9488
H -0.0333 -0.8600 1.0546
H -0.2693 0.8890 1.3323
H -2.5022 -0.5707 0.2354
H -1.8449 -1.6596 -0.8106
H -3.2647 0.9090 -1.7025
H -3.7963 -0.5962 -1.6432
H -2.5924 -0.2407 -2.7593
```

The frontier orbital gap comes out at 10.64 eV. As for the SMILES: C#C[C@@H]([NH3+])CC(F)(F)C[NH3+]. The net charge is +2. The value obtained for the HOMO energy is -17.35 eV. The calculation puts the energy at -14812.47041 eV.



Below is C5H8O in the gas phase, with properties calculated with ωB97M-V with the def2-TZVPD basis set.

```
14
C5H8O (ωB97M-V with the def2-TZVPD basis set)
C 1.4396 0.9889 -0.1785
C 1.6454 0.1494 0.9975
C 0.1924 0.4443 0.5935
C -0.4621 -0.5446 -0.1896
C -1.9481 -0.5059 -0.1931
O -2.3582 -0.5563 -1.5458
H 1.5975 0.5616 -1.1626
H 1.5759 2.0633 -0.0990
H 1.9478 0.6209 1.9273
H 1.9601 -0.8784 0.8553
H -0.3352 1.1949 1.1923
H -1.6160 -1.0020 -1.9910
H -2.2777 -1.4031 0.3693
H -2.4445 0.3614 0.2712
```

Its energy above the lowest of the compared OMol25 structures with the same formula, charge and spin is 101.8 kcal per mole. The frontier orbital gap comes out at 8.58 eV. The net charge is 0. The value obtained for the HOMO energy is -8.49 eV. The calculation puts the energy at -7357.83944 eV.



Below is a molecular structure, C3H3BrCl2, with properties calculated with ωB97M-V with the def2-TZVPD basis set.

```
9
C3H3BrCl2 (ωB97M-V with the def2-TZVPD basis set)
C 1.8861 -0.3193 -0.5648
C 1.1660 -0.1523 0.5247
C -2.6737 0.4969 0.6312
Cl -0.4266 -0.8108 0.6885
Cl -2.2243 1.8845 -0.1750
Br -3.6115 -0.7130 -0.4514
H 2.8694 0.1044 -0.6405
H 1.5259 -0.8815 -1.4068
H 1.4886 0.3911 1.3941
```

Its energy above the lowest of the compared OMol25 structures with the same formula, charge and spin is 68.2 kcal per mole. The frontier orbital gap comes out at 8.11 eV. The net charge is 0. The value obtained for the HOMO energy is -8.85 eV. The calculation puts the energy at -98242.98860 eV.



Below is 2 unconnected molecules or ions with the total composition CHCl2NS, with properties calculated with ωB97M-V with the def2-TZVPD basis set.

```
6
CHCl2NS (ωB97M-V with the def2-TZVPD basis set)
C 1.6516 0.7230 -0.3300
N 0.9923 -0.1639 0.0721
S -1.2685 2.5083 0.4988
Cl 2.3317 2.0653 -0.8191
Cl -1.8227 0.5208 0.2988
H 0.0824 -0.2863 0.3392
```

Its energy above the lowest of the compared OMol25 structures with the same formula, charge and spin is 78.6 kcal per mole. The frontier orbital gap comes out at 5.24 eV. The net charge is 0. The value obtained for the HOMO energy is -7.09 eV. The calculation puts the energy at -38419.36136 eV.



The highest energy belongs to which entry?
C5H8O